10
Properties=species:S:1:pos:R:3:nbo_charge:R:1 method="wB97M-V/def2-TZVPD" total_energy_ev=-11041.73460 homo_lumo_gap_ev=8.43 e_above_lowest_kj_mol=209.5 smiles="[H]/N=c1/ncnnnn1" spin_multiplicity=1
H 2.64 0.63 0.92 0.368
N 2.04 -0.18 0.66 -0.603
C 1.04 0.06 -0.04 0.447
N 0.23 -0.98 -0.50 -0.400
C -1.05 -1.07 -0.31 0.223
N -1.73 -0.29 0.58 -0.188
N -1.48 0.94 0.61 0.031
N -0.64 1.49 -0.34 0.011
N 0.50 1.26 -0.69 -0.104
H -1.56 -1.85 -0.89 0.214



7
Properties=species:S:1:pos:R:3:nbo_charge:R:1 method="wB97M-V/def2-TZVPD" total_energy_ev=-7691.72956 charge=-1 homo_lumo_gap_ev=7.99 e_above_lowest_kj_mol=66.9 smiles="C=NC(=O)[O-]" spin_multiplicity=1
C -1.04 0.44 -0.12 -0.059
N -0.35 -0.57 -0.42 -0.471
C 1.08 -0.57 0.03 0.814
O 1.61 -1.68 -0.36 -0.778
O 1.64 0.30 0.67 -0.750
H -2.16 0.68 -0.23 0.118
H -0.78 1.40 0.42 0.126



8
Properties=species:S:1:pos:R:3:nbo_charge:R:1 method="wB97M-V/def2-TZVPD" total_energy_ev=-18524.74714 charge=-1 homo_lumo_gap_ev="6.95 / 6.95" e_above_lowest_kj_mol=355.3 smiles="C=NC#S(=O)[O-]" spin_multiplicity=1
C 1.51 0.20 -1.08 -0.385
N 0.39 0.19 -0.54 -0.324
C -0.78 0.07 -0.51 -0.044
S -1.70 0.19 1.21 1.478
O -0.70 -0.39 2.14 -1.029
O -2.88 -0.70 1.01 -1.023
H 2.06 1.13 -1.13 0.161
H 2.10 -0.70 -1.11 0.166



8
Properties=species:S:1:pos:R:3:nbo_charge:R:1 method="wB97M-V/def2-TZVPD" total_energy_ev=-18523.43227 charge=-1 homo_lumo_gap_ev=7.68 e_above_lowest_kj_mol=482.1 spin_multiplicity=1
C -0.85 0.93 -0.78 -0.188
C 0.05 0.19 -0.17 -0.132
N -0.98 1.04 0.64 -0.702
O 1.13 -2.09 1.03 -1.010
O 2.50 -0.94 -0.67 -1.018
S 1.68 -0.84 0.56 1.579
H -1.69 1.18 -1.44 0.195
H -1.84 0.52 0.83 0.274



8
Properties=species:S:1:pos:R:3:nbo_charge:R:1 method="wB97M-V/def2-TZVPD" total_energy_ev=-9738.23913 charge=-1 homo_lumo_gap_ev=8.59 e_above_lowest_kj_mol=329.4 smiles="C=[N+]([O-])C(=O)[O-]" spin_multiplicity=1
C 0.37 0.88 -0.71 -0.263
N 0.53 0.05 0.27 0.052
O 1.63 0.03 0.92 -0.572
C -0.71 -0.99 0.49 0.862
O -1.25 -0.93 1.56 -0.670
O -0.88 -1.69 -0.60 -0.767
H 1.01 1.78 -0.92 0.176
H -0.70 0.87 -1.01 0.182



8
Properties=species:S:1:pos:R:3:nbo_charge:R:1 method="wB97M-V/def2-TZVPD" total_energy_ev=-9737.14366 charge=-1 homo_lumo_gap_ev=8.39 e_above_lowest_kj_mol=435.1 smiles="C=[N+]([O-])C(=O)[O-]" spin_multiplicity=1
C -0.09 -0.11 0.51 -0.217
N 0.55 0.88 1.04 0.036
O 1.72 0.93 1.44 -0.535
C -0.26 2.09 1.06 0.811
O -1.45 2.09 0.22 -0.873
O 0.03 2.94 1.88 -0.635
H 0.21 -1.21 0.48 0.163
H -1.18 -0.01 0.14 0.250



8
Properties=species:S:1:pos:R:3:nbo_charge:R:1 method="wB97M-V/def2-TZVPD" total_energy_ev=-9739.88643 charge=-1 homo_lumo_gap_ev=8.90 e_above_lowest_kj_mol=170.4 smiles="O=CNC(=O)[O-]" spin_multiplicity=1
O 1.12 -2.08 0.67 -0.677
C 0.62 -0.95 0.33 0.508
N -0.31 -0.36 -0.52 -0.761
C -0.56 1.10 -0.06 0.883
O 0.41 1.51 0.56 -0.756
O -1.63 1.62 -0.40 -0.766
H 1.47 -0.31 0.56 0.159
H -1.11 -0.54 -1.14 0.410



8
Properties=species:S:1:pos:R:3:nbo_charge:R:1 method="wB97M-V/def2-TZVPD" total_energy_ev=-9736.81922 charge=-1 homo_lumo_gap_ev=8.62 e_above_lowest_kj_mol=466.4 spin_multiplicity=1
C 2.46 0.08 0.01 0.700
C 1.23 1.01 -0.04 0.183
N -0.08 0.82 -0.75 -0.387
O 2.94 -0.29 -1.09 -0.750
O 2.82 -0.18 1.20 -0.757
O 0.10 0.78 0.70 -0.405
H 1.76 2.26 0.15 0.098
H -0.61 1.57 -1.08 0.319